The following is a DFT calculation (ωB97M-V/def2-TZVPD) of a 3-piece molecular cluster, C24H33IN2O9P overall.

```
! RIJCOSX wB97M-V def2-TZVPD def2/J DEFGRID3
* xyz 0 2
C -0.527 2.658 1.326
C 0.816 1.702 1.608
I -0.035 -0.286 2.158
C 1.680 2.206 2.907
C 3.319 2.143 2.704
P 3.690 3.398 1.259
N 5.303 3.480 0.941
C 4.042 2.780 4.026
C 4.411 1.578 5.078
C 3.097 0.974 5.875
C 5.332 2.307 6.271
N 5.309 0.545 4.454
O 6.514 1.093 4.172
C 4.710 -0.187 3.288
C 6.013 -0.830 2.453
C 3.821 -1.537 3.721
C 3.895 0.706 2.197
H -0.905 3.130 2.351
H -1.376 1.894 0.985
H -0.297 3.478 0.522
H 1.458 1.629 0.612
H 1.423 3.362 3.051
H 1.290 1.658 3.864
H 3.273 4.758 1.596
H 3.064 2.978 0.019
H 5.821 2.831 1.589
H 5.045 3.304 3.647
H 3.420 3.663 4.534
H 2.380 0.332 5.207
H 3.389 0.366 6.860
H 2.435 1.883 6.277
H 6.115 3.064 5.839
H 4.577 2.814 7.007
H 5.876 1.450 6.893
H 5.563 -1.670 1.755
H 6.798 -1.322 3.197
H 6.556 0.003 1.797
H 2.828 -1.645 3.110
H 4.457 -2.518 3.479
H 3.603 -1.584 4.876
H 4.638 0.923 1.288
H 3.040 0.022 1.722
C -3.751 0.167 -2.134
C -4.392 -0.781 -2.820
C -3.865 -2.172 -2.894
O -4.486 -3.026 -3.517
C -2.596 -2.466 -2.210
C -1.954 -1.517 -1.527
C -2.495 -0.133 -1.430
O -1.890 0.713 -0.779
O -0.759 -1.786 -0.884
O -5.572 -0.505 -3.486
H -4.123 1.182 -2.069
H -2.216 -3.476 -2.287
H -0.495 -0.940 -0.461
H -5.839 -1.352 -3.904
C -7.198 -4.389 -7.734
C -7.352 -3.894 -6.504
C -7.424 -2.426 -6.265
O -7.586 -2.001 -5.126
C -7.291 -1.531 -7.425
C -7.133 -2.026 -8.654
C -7.089 -3.494 -8.897
O -6.961 -3.920 -10.040
O -7.005 -1.191 -9.749
O -7.453 -4.729 -5.406
H -7.146 -5.454 -7.923
H -7.328 -0.466 -7.235
H -6.904 -1.788 -10.522
H -7.560 -4.132 -4.634
*
```

HOMO (alpha / beta) in eV: -8.19 / -8.19
<S²>: 0.755
Gap between HOMO and LUMO (alpha / beta) in eV: 6.31 / 6.31

***

The following is a DFT calculation (ωB97M-V/def2-TZVPD) of C60H51ClF5GeN3O3PReS as an isolated structure.

```
! RIJCOSX wB97M-V def2-TZVPD def2/J DEFGRID3
* xyz -1 2
Re 0.086 0.478 -0.285
F 1.694 -0.052 7.062
C 1.770 -0.042 5.721
C 0.634 -0.184 4.947
F -0.555 -0.344 5.549
C 0.715 -0.176 3.564
F -0.435 -0.350 2.899
C 1.920 -0.010 2.884
S 2.135 0.011 1.143
C 3.044 0.129 3.704
F 4.258 0.290 3.153
C 2.987 0.111 5.085
F 4.106 0.257 5.815
O -1.975 -3.245 -0.169
C -1.978 -2.030 -0.388
O -1.245 -1.193 0.219
C -2.959 -1.551 -1.455
C -4.090 -2.356 -1.637
C -5.010 -2.091 -2.630
C -4.797 -1.024 -3.499
C -3.687 -0.222 -3.326
C -2.765 -0.453 -2.297
P -1.377 0.762 -2.104
C -2.405 2.276 -2.183
C -2.480 3.123 -3.282
C -3.408 4.160 -3.307
C -4.276 4.340 -2.244
C -4.193 3.506 -1.134
C -3.256 2.491 -1.096
C -0.596 0.653 -3.766
C -0.695 -0.494 -4.546
C 0.079 -0.641 -5.693
C 0.962 0.357 -6.068
C 1.077 1.505 -5.289
C 0.312 1.644 -4.143
H -4.214 -3.201 -0.974
H -5.887 -2.716 -2.739
H -5.496 -0.819 -4.300
H -3.530 0.615 -3.996
H -1.832 2.970 -4.134
H -3.451 4.822 -4.163
H -5.003 5.142 -2.265
H -4.852 3.663 -0.289
H -3.172 1.853 -0.223
H -1.371 -1.287 -4.253
H -0.004 -1.545 -6.284
H 1.567 0.243 -6.959
H 1.775 2.284 -5.568
H 0.429 2.522 -3.522
C 0.044 2.174 0.183
Ge 0.016 4.037 0.596
C 0.861 4.362 2.325
C 1.493 3.334 3.022
C 2.097 3.579 4.252
C 2.077 4.856 4.794
C 1.450 5.890 4.108
C 0.846 5.641 2.884
C 1.048 5.043 -0.737
C 1.057 6.438 -0.811
C 1.824 7.102 -1.759
C 2.607 6.379 -2.649
C 2.631 4.994 -2.573
C 1.859 4.334 -1.624
C -1.755 4.832 0.817
C -2.568 4.335 1.839
C -3.799 4.910 2.117
C -4.230 6.014 1.388
C -3.437 6.515 0.368
C -2.215 5.916 0.075
H 1.524 2.338 2.591
H 2.586 2.771 4.783
H 2.548 5.046 5.750
H 1.431 6.888 4.529
H 0.347 6.454 2.366
H 0.466 7.023 -0.115
H 1.816 8.184 -1.800
H 3.204 6.895 -3.392
H 3.258 4.425 -3.249
H 1.887 3.251 -1.548
H -2.232 3.487 2.427
H -4.419 4.506 2.908
H -5.181 6.479 1.618
H -3.771 7.371 -0.207
H -1.626 6.296 -0.751
C -0.535 -4.296 -3.468
C 0.369 -5.539 -3.404
C -0.560 -6.754 -3.504
C 1.288 -5.520 -4.633
C 1.239 -5.636 -2.095
O 2.073 -6.806 -2.152
C 0.419 -5.647 -0.791
C -0.005 -7.023 -0.252
C -0.909 -6.850 0.943
C -2.290 -6.808 0.788
C -3.127 -6.586 1.869
C -2.573 -6.398 3.122
Cl -3.619 -6.124 4.491
C -1.202 -6.425 3.307
C -0.381 -6.652 2.213
C 2.332 -4.554 -2.016
N 1.884 -3.166 -1.977
C 1.157 -2.486 -1.088
N 1.123 -1.208 -1.445
C 1.874 -1.164 -2.575
N 2.361 -2.324 -2.932
H -1.124 -4.352 -4.389
H 0.031 -3.369 -3.514
H -1.235 -4.232 -2.633
H -1.100 -6.710 -4.452
H -1.305 -6.757 -2.709
H -0.019 -7.705 -3.491
H 0.701 -5.725 -5.531
H 2.071 -6.276 -4.559
H 1.757 -4.543 -4.764
H 1.509 -7.582 -2.080
H -0.464 -5.019 -0.879
H 1.027 -5.198 0.000
H 0.879 -7.593 0.046
H -0.533 -7.604 -1.008
H -2.721 -6.934 -0.199
H -4.201 -6.546 1.742
H -0.786 -6.263 4.292
H 0.695 -6.668 2.353
H 2.974 -4.616 -2.889
H 2.945 -4.769 -1.141
H 0.648 -2.903 -0.235
H 2.068 -0.253 -3.117
*
```

HOMO (alpha / beta) in eV: -3.94 / -4.02
<S²>: 0.762
ΔE to the lowest compared entry with this formula, charge and spin in kcal/mol: 0.00
Gap between HOMO and LUMO (alpha / beta) in eV: 6.04 / 6.13

***

The following is a DFT calculation (ωB97M-V/def2-TZVPD) of C30H24BBrCl3GdN6O2S3 as an isolated structure.

```
! RIJCOSX wB97M-V def2-TZVPD def2/J DEFGRID3
* xyz -2 8
Gd 0.280 -0.676 0.086
Br -3.201 -4.454 -5.970
C -2.266 -3.802 -4.434
C -1.862 -4.707 -3.433
C -1.191 -4.252 -2.337
C -0.883 -2.863 -2.160
O -0.217 -2.486 -1.163
C -1.328 -1.966 -3.182
C -1.122 -0.546 -3.156
N -0.674 0.190 -2.208
C -0.615 1.588 -2.442
C -1.347 2.256 -3.393
C -1.172 3.632 -3.638
C -0.270 4.358 -2.922
C 0.443 3.734 -1.877
C 1.344 4.450 -1.044
C 1.930 3.834 0.008
C 1.617 2.474 0.247
N 0.845 1.767 -0.531
C 0.246 2.365 -1.606
C -2.001 -2.471 -4.314
H -2.080 -5.762 -3.540
H -0.861 -4.927 -1.559
H -1.382 -0.069 -4.107
H -2.098 1.725 -3.961
H -1.771 4.111 -4.403
H -0.120 5.415 -3.108
H 1.520 5.501 -1.248
H 2.581 4.352 0.697
H 2.008 1.974 1.124
H -2.321 -1.783 -5.088
Cl 4.105 -5.219 -4.439
C 3.528 -4.315 -3.047
C 3.215 -2.974 -3.181
C 2.769 -2.291 -2.070
Cl 2.357 -0.600 -2.206
C 2.567 -2.866 -0.785
O 2.133 -2.206 0.209
C 2.931 -4.240 -0.733
Cl 2.755 -5.061 0.791
C 3.389 -4.951 -1.825
H 3.312 -2.470 -4.133
H 3.634 -5.999 -1.720
C -2.334 2.095 3.164
N -1.151 1.825 3.954
C -0.993 0.753 4.808
C 0.265 0.823 5.285
N 0.882 1.916 4.715
B 2.326 2.357 4.973
N 3.240 1.892 3.759
C 4.414 2.563 3.505
C 5.031 1.971 2.456
N 4.221 0.918 2.078
C 4.456 0.032 0.955
C 3.124 0.869 2.893
S 1.924 -0.345 2.796
C -0.007 2.554 3.916
S 0.240 3.960 2.987
H -3.201 1.702 3.694
H -2.256 1.613 2.187
H -2.425 3.172 3.030
H -1.766 0.020 4.947
H 0.808 0.148 5.920
H 2.747 1.831 5.994
H 2.403 3.562 5.030
H 4.695 3.422 4.089
H 5.950 2.198 1.944
H 5.528 -0.151 0.870
H 4.086 0.468 0.024
H 3.916 -0.899 1.122
S -2.086 -0.946 1.206
*
```

HOMO (alpha / beta) in eV: -0.87 / -0.94
<S²>: 15.765
ΔE to the lowest compared entry with this formula, charge and spin in kcal/mol: 87.12
Gap between HOMO and LUMO (alpha / beta) in eV: 4.58 / 4.64

***

Number 1: maximum force 4.1 eV/A. Number 2: maximum force 0.7 eV/A. Number 3: maximum force 2.3 eV/A.